(1)
Molecular formula: C5H8O2
Method: DFT, ωB97M-V/def2-TZVPD

Last column: natural (NBO) charge in e.
CARTESIAN COORDINATES (ANGSTROEM)
O -2.658 0.030 -0.278  -0.6721
C -1.294 -0.128 -0.355  0.5454
C -0.437 0.512 -1.411  -0.4656
C -0.200 1.013 0.059  -0.3222
C 0.918 0.187 0.617  -0.4446
C 0.450 -1.317 0.615  -0.0734
O -0.973 -1.298 0.289  -0.5333
H -2.754 -0.338 0.589  0.4783
H -0.987 1.081 -2.148  0.2373
H 0.303 -0.120 -1.843  0.2072
H -0.371 2.067 0.447  0.2394
H 1.238 0.585 1.652  0.2200
H 1.774 0.148 -0.096  0.2044
H 0.829 -1.870 -0.247  0.1834
H 0.531 -1.726 1.561  0.1960

ΔE to the lowest compared entry with this formula, charge and spin (kcal/mol): 56.1
HOMO level (eV): -8.528
DFT total energy (hartree): -345.71550
Net charge: 0
SMILES string: O[C@@]12C[C@@H]1CCO2


(2)
Molecular formula: C40H97N5O10
Method: DFT, ωB97M-V/def2-TZVPD

Last column: Löwdin charge in e.
CARTESIAN COORDINATES (ANGSTROEM)
C 4.857 -2.540 3.880  0.0090
C 4.373 -1.052 3.349  -0.3822
C 5.487 0.022 3.450  -0.1359
C 6.663 -0.310 2.416  -0.1553
C 6.068 -0.381 1.040  -0.1378
C 4.852 -1.322 0.897  -0.4150
N 3.860 -0.997 1.972  -0.0173
O 2.543 -1.518 1.792  0.0308
C 4.128 -0.994 -0.467  -0.0007
C 5.273 -2.786 0.742  -0.0338
C 3.204 -0.453 4.310  -0.0213
H 4.440 -2.725 4.871  0.0666
H 5.934 -2.697 3.819  0.0601
H 4.344 -3.187 3.169  0.0597
H 5.253 1.086 3.473  0.0435
H 5.935 -0.146 4.429  0.1150
H 7.161 -1.211 2.775  0.0949
H 7.380 0.501 2.542  0.1072
H 6.775 -0.609 0.244  0.1237
H 5.775 0.644 0.813  0.1007
H 4.736 -0.704 -1.324  0.1090
H 3.554 -1.816 -0.894  0.0796
H 3.555 -0.094 -0.244  0.0147
H 5.876 -3.167 1.567  0.0646
H 4.341 -3.349 0.710  0.0873
H 5.862 -3.036 -0.140  0.0901
H 2.964 0.593 4.116  0.0487
H 3.466 -0.522 5.365  0.0732
H 2.211 -0.901 4.263  0.0702
H 1.995 -0.732 1.724  0.0864
C -1.083 -1.121 -2.004  -0.0288
C -1.028 -0.268 -0.709  -0.2888
C -0.292 -1.119 0.339  -0.1118
C 1.216 -1.084 0.210  -0.1933
C 1.757 0.268 0.100  -0.1534
C 1.143 1.229 -0.930  -0.3165
N -0.348 1.088 -0.806  -0.1051
O -1.049 2.065 -1.524  -0.0457
C 1.623 2.681 -0.563  0.0104
C 1.602 0.923 -2.416  0.0159
C -2.485 -0.082 -0.177  -0.0258
H -0.134 -1.428 -2.444  0.1035
H -1.648 -0.517 -2.713  0.1519
H -1.719 -2.001 -1.913  0.1599
H -0.540 -0.496 1.198  0.1182
H -0.816 -2.068 0.447  0.0812
H 1.422 -1.692 -0.671  0.0580
H 1.764 -1.444 1.081  -0.1296
H 2.743 0.073 -0.320  0.0137
H 2.073 0.599 1.089  0.0990
H 2.614 2.997 -0.888  0.0949
H 1.150 3.495 -1.113  0.0859
H 1.381 2.967 0.460  0.0627
H 1.657 -0.146 -2.625  0.0744
H 0.971 1.454 -3.129  0.0568
H 2.575 1.402 -2.522  0.0988
H -3.142 -0.950 -0.236  0.1256
H -3.102 0.597 -0.766  0.0235
H -2.573 0.272 0.850  0.0316
H -1.351 2.696 -0.866  -0.1641
C -6.593 2.030 -0.821  -0.0347
C -5.545 1.732 0.306  -0.4257
C -5.943 2.722 1.422  -0.1425
C -5.349 2.484 2.844  -0.1818
C -5.687 1.078 3.228  -0.1416
C -5.182 -0.019 2.217  -0.4425
N -5.733 0.408 0.891  -0.1083
O -5.890 -0.697 0.017  -0.0073
C -3.695 -0.214 2.290  -0.0394
C -5.854 -1.393 2.600  -0.0348
C -4.054 1.997 -0.194  0.0076
H -6.406 3.050 -1.155  0.0819
H -7.646 1.874 -0.590  0.0798
H -6.473 1.410 -1.710  0.0736
H -5.541 3.695 1.135  0.1083
H -7.003 2.916 1.584  0.1170
H -5.707 3.284 3.492  0.1124
H -4.286 2.713 2.775  0.0866
H -6.753 0.949 3.412  0.1182
H -5.319 0.871 4.233  0.1151
H -3.394 -0.810 3.151  0.1154
H -3.466 -0.750 1.369  0.0540
H -3.307 0.788 2.107  0.0639
H -5.746 -2.222 1.900  0.0802
H -5.794 -1.683 3.649  0.0830
H -6.942 -1.335 2.562  0.0722
H -3.549 1.061 -0.429  -0.0584
H -3.576 2.440 0.680  0.0718
H -3.876 2.656 -1.044  0.0900
H -6.840 -0.603 -0.082  0.1018
C 0.442 2.066 2.401  -0.6639
O 1.605 1.644 2.416  -0.0045
N -0.083 2.820 3.300  0.2186
N -0.456 1.717 1.504  0.1507
H 0.545 2.832 4.091  0.1407
H -1.032 3.167 3.288  0.1281
H -0.212 1.224 0.657  0.0237
H -1.422 1.901 1.735  0.1136
C 4.850 2.797 2.455  -0.0495
C 3.922 2.916 1.239  -0.4053
O 2.866 3.557 1.602  -0.0854
H 5.122 3.712 2.982  0.0933
H 5.656 2.133 2.144  0.0493
H 4.351 2.175 3.197  0.0454
H 3.738 1.930 0.813  0.1058
H 4.444 3.574 0.543  0.1217
H 2.203 2.864 1.650  -0.0073
C -1.103 -3.625 -5.366  -0.0625
C -1.621 -2.335 -4.817  -0.2366
O -0.971 -2.201 -3.591  -0.2536
H -1.323 -3.917 -6.392  0.0873
H -1.529 -4.485 -4.849  0.0833
H -0.078 -3.860 -5.080  0.0713
H -2.695 -2.517 -4.776  0.1420
H -1.305 -1.587 -5.544  0.0800
H -1.336 -1.434 -3.142  -0.0940
C 0.200 0.136 -4.779  -0.0714
C -1.108 0.779 -5.269  -0.2606
O -1.647 -0.014 -6.311  -0.1110
H 0.830 0.062 -5.665  0.0998
H 0.126 -0.905 -4.465  0.0529
H 0.686 0.728 -4.003  -0.0014
H -0.847 1.720 -5.754  0.1147
H -1.797 0.970 -4.446  0.1070
H -1.945 0.486 -7.074  0.0963
C -1.885 4.368 -1.549  -0.1188
C -1.900 4.467 -0.137  -0.1941
O -1.435 3.102 0.210  -0.1121
H -2.285 5.256 -2.037  0.1049
H -2.484 3.548 -1.946  0.0835
H -0.860 4.269 -1.907  0.0976
H -2.889 4.766 0.212  0.1238
H -1.120 5.158 0.184  0.1371
H -1.176 3.153 1.133  0.0737
C -0.090 -3.734 1.430  -0.0585
C 0.217 -3.802 -0.035  -0.3862
O -0.924 -4.161 -0.708  -0.0549
H -0.871 -3.031 1.718  0.0737
H 0.844 -3.428 1.901  0.0776
H -0.371 -4.744 1.730  0.0877
H 0.959 -4.570 -0.252  0.1124
H 0.604 -2.866 -0.437  0.0514
H -0.783 -4.090 -1.655  -0.0909
C 1.798 -2.765 -2.670  -0.0535
C 1.234 -4.196 -2.779  -0.1910
O -0.193 -4.128 -2.779  -0.0850
H 1.465 -2.190 -1.805  0.0177
H 1.558 -2.159 -3.544  0.0755
H 2.879 -2.827 -2.796  0.0914
H 1.512 -4.938 -2.030  0.1149
H 1.429 -4.567 -3.785  0.1082
H -0.399 -3.348 -3.299  -0.0589

ΔE to the lowest compared entry with this formula, charge and spin (kcal/mol): 694.8
HOMO level (eV): -7.695
DFT total energy (hartree): -2607.09812
Net charge: 0


(3)
Molecular formula: C2H4INOS
Method: DFT, ωB97M-V/def2-TZVPD

Last column: natural (NBO) charge in e.
CARTESIAN COORDINATES (ANGSTROEM)
C -0.166 -1.673 -0.746  -0.2606
O -0.779 -0.814 0.239  -0.3850
N 0.041 0.238 0.543  -0.1607
C -0.445 1.367 0.763  -0.1643
S 0.419 2.762 1.230  0.0988
I 2.548 2.400 0.363  0.1020
H -0.851 -2.588 -0.922  0.2002
H 0.832 -2.026 -0.553  0.1903
H -0.056 -1.178 -1.765  0.1755
H -1.545 1.512 0.848  0.2039

ΔE to the lowest compared entry with this formula, charge and spin (kcal/mol): 50.3
HOMO level (eV): -8.731
DFT total energy (hartree): -904.39238
Net charge: 0
SMILES string: CO/N=C/SI


(4)
Molecular formula: C5H11NO
Method: DFT, ωB97M-V/def2-TZVPD

Last column: natural (NBO) charge in e.
CARTESIAN COORDINATES (ANGSTROEM)
C 0.464 -2.480 2.512  -0.7226
C 0.180 -1.221 1.722  0.6701
N -0.657 -1.392 0.655  -0.8388
O 0.655 -0.130 2.005  -0.6167
H 1.144 -2.239 3.346  0.2441
H 0.943 -3.243 1.876  0.2274
H -0.467 -2.902 2.927  0.2277
H -1.053 -2.305 0.421  0.3945
H -0.885 -0.574 0.084  0.4142
C -1.196 2.321 -1.147  -0.4249
C -0.401 1.899 -2.134  -0.1698
C 1.012 1.434 -1.950  -0.6571
H -2.223 2.650 -1.343  0.2000
H -0.841 2.349 -0.110  0.2010
H -0.797 1.887 -3.158  0.1916
H 1.299 1.490 -0.886  0.2250
H 1.703 2.066 -2.534  0.2192
H 1.119 0.390 -2.288  0.2151

ΔE to the lowest compared entry with this formula, charge and spin (kcal/mol): 19.7
HOMO level (eV): -9.648
DFT total energy (hartree): -327.10002
Net charge: 0
SMILES string: CC(N)=O.C=CC